[1]
The following is a DFT calculation (the ωB97M-V functional and the def2-TZVPD basis) of a cluster of 14 separate species, C18H15BCl52OSi in total at a distorted geometry.

The geometry in ORCA input format:
```
! RIJCOSX wB97M-V def2-TZVPD def2/J DEFGRID3
* xyz 0 1
B -0.425 0.722 -3.083
C -1.332 1.914 -2.652
C -2.755 1.424 -2.500
O -3.591 2.555 -2.335
Si -5.226 2.357 -2.637
C -6.266 2.784 -1.136
C -5.710 0.631 -3.174
C -5.691 3.616 -3.954
H -0.556 0.204 -4.152
H 0.418 0.263 -2.376
H -0.987 2.393 -1.766
H -1.308 2.594 -3.476
H -2.798 0.815 -1.625
H -2.979 0.866 -3.384
H -7.277 2.703 -1.474
H -6.091 3.783 -0.817
H -6.148 2.084 -0.340
H -5.275 0.371 -4.107
H -5.459 -0.102 -2.442
H -6.768 0.601 -3.286
H -6.604 4.094 -3.668
H -4.967 4.391 -4.016
H -5.851 3.174 -4.912
C 3.822 0.701 -4.235
Cl 3.015 -0.766 -4.787
Cl 2.628 1.992 -4.075
Cl 4.599 0.395 -2.679
Cl 5.054 1.180 -5.414
C 0.042 5.744 -1.877
Cl -1.673 5.356 -2.034
Cl 0.563 5.457 -0.215
Cl 0.958 4.699 -2.959
Cl 0.306 7.437 -2.300
C 3.140 -3.539 -1.637
Cl 3.564 -4.232 -0.067
Cl 2.168 -4.684 -2.557
Cl 2.208 -2.064 -1.375
Cl 4.613 -3.160 -2.532
C -5.820 6.908 0.767
Cl -7.543 6.552 0.616
Cl -5.295 6.592 2.420
Cl -4.914 5.882 -0.345
Cl -5.532 8.603 0.369
C 0.861 -0.196 2.703
Cl -0.892 -0.455 2.725
Cl 1.543 -0.598 4.279
Cl 1.581 -1.229 1.468
Cl 1.193 1.496 2.330
C 0.315 -3.148 7.201
Cl -0.613 -4.344 8.110
Cl 0.506 -1.686 8.175
Cl 1.906 -3.804 6.815
Cl -0.527 -2.753 5.706
C 5.770 -4.849 8.317
Cl 4.871 -6.227 7.672
Cl 4.641 -3.560 8.732
Cl 6.658 -5.348 9.756
Cl 6.899 -4.263 7.096
C 8.838 -1.859 4.259
Cl 7.095 -2.130 4.338
Cl 9.570 -2.254 5.818
Cl 9.536 -2.885 3.006
Cl 9.152 -0.166 3.877
C -4.238 7.795 -5.102
Cl -4.756 6.899 -6.534
Cl -3.128 6.804 -4.152
Cl -3.424 9.281 -5.598
Cl -5.648 8.194 -4.117
C 9.254 -7.651 12.021
Cl 8.494 -8.472 10.658
Cl 10.421 -8.731 12.787
Cl 10.081 -6.203 11.444
Cl 8.016 -7.192 13.192
C -3.232 -4.559 3.231
Cl -2.112 -3.216 2.963
Cl -3.556 -4.725 4.957
Cl -4.743 -4.237 2.377
Cl -2.515 -6.051 2.620
C 1.327 1.151 -8.560
Cl 0.570 2.615 -9.191
Cl 2.727 1.583 -7.578
Cl 0.166 0.272 -7.560
Cl 1.841 0.127 -9.902
C -1.342 -5.341 -4.420
Cl -2.335 -6.447 -3.470
Cl -1.173 -3.811 -3.560
Cl 0.253 -6.062 -4.680
Cl -2.109 -5.053 -5.982
*
```

Gap between HOMO and LUMO = 9.8 eV
Total energy = -680673.3125 eV
HOMO energy = -9.858 eV

***

[2]
The following is a DFT calculation (the ωB97M-V functional and the def2-TZVPD basis) of a cluster of 2 separate species, C18H15Cl2FN2O6 in total at a distorted geometry.

The geometry in ORCA input format:
```
! RIJCOSX wB97M-V def2-TZVPD def2/J DEFGRID3
* xyz 0 1
C -2.752 1.344 -0.332
C -3.649 0.215 -0.784
C -5.136 0.559 -0.944
O -3.223 -0.318 -2.085
C -2.231 -1.263 -2.217
O -1.876 -1.678 -3.294
C -1.512 -1.629 -0.906
C -0.481 -2.796 -0.890
C 0.977 -2.406 -0.639
C 1.530 -2.340 0.651
C 2.791 -1.815 0.881
C 3.552 -1.390 -0.238
N 4.608 -0.454 -0.010
O 5.206 0.029 -0.988
O 4.887 -0.160 1.177
C 3.087 -1.607 -1.557
C 1.815 -2.127 -1.730
C -2.592 -1.778 0.177
O -2.555 -2.687 0.983
O -3.586 -0.845 0.220
H -1.743 0.993 -0.175
H -2.704 2.150 -1.059
H -3.083 1.752 0.622
H -5.669 -0.351 -1.239
H -5.577 0.926 -0.016
H -5.286 1.315 -1.714
H -0.834 -3.477 -0.104
H -0.569 -3.284 -1.867
H 0.925 -2.666 1.496
H 3.173 -1.647 1.886
H 3.710 -1.286 -2.391
H 1.445 -2.274 -2.734
Cl -0.455 1.130 3.353
C 0.774 1.987 2.572
N 1.202 1.501 1.415
F -0.742 -0.500 -0.668
C 1.937 2.253 0.616
Cl 2.064 1.746 -0.996
C 2.491 3.456 1.050
C 2.186 3.901 2.324
C 1.251 3.195 3.072
H 3.128 3.995 0.352
H 2.662 4.798 2.721
H 0.852 3.533 4.009
*
```

Gap between HOMO and LUMO = 8.7 eV
Structure (SMILES) = CC1(C)OC(=O)C(F)(Cc2ccc([N+](=O)[O-])cc2)C(=O)O1.Clc1cccc(Cl)n1
ΔE to the lowest compared entry with this formula, charge and spin = 0.0 kJ/mol
Total energy = -61934.0283 eV
HOMO energy = -9.488 eV

***

[3]
The following is a DFT calculation (the ωB97M-V functional and the def2-TZVPD basis) of the molecule C18H15Cl2N3O5 at a distorted geometry.

The geometry in ORCA input format:
```
! RIJCOSX wB97M-V def2-TZVPD def2/J DEFGRID3
* xyz 0 1
O -0.329 -3.000 1.878
O 4.445 -5.935 -0.655
Cl 2.556 -2.800 2.575
Cl 1.092 -2.964 -2.730
N -3.536 -0.465 1.600
O -1.553 2.371 0.302
O -4.256 1.723 1.300
O 2.337 3.989 -1.822
C -0.273 -2.055 1.080
C 0.166 0.904 0.220
C -0.230 2.183 0.006
C -2.551 -1.373 1.511
C -3.248 0.774 1.222
C 2.496 -3.559 1.001
C 1.892 -3.651 -1.321
C -1.990 1.169 0.737
C -1.276 -1.060 1.050
C -1.001 0.235 0.672
C 1.663 -3.109 -0.067
C 3.385 -4.617 0.769
C 2.839 -4.679 -1.495
N 0.657 -2.107 0.094
N 3.552 -5.118 -0.454
C -5.458 1.392 2.065
C 1.196 4.513 -2.471
C 2.014 3.095 -0.743
C 0.008 3.702 -1.913
C 0.547 3.358 -0.531
H 1.163 0.490 0.159
H -2.747 -2.408 1.718
H 3.974 -4.943 1.603
H 2.999 -5.083 -2.481
H 0.407 -1.521 -0.707
H -6.262 2.150 1.973
H -5.926 0.457 1.721
H -5.263 1.289 3.128
H 1.054 5.572 -2.237
H 1.240 4.399 -3.545
H 2.179 2.080 -1.087
H 2.606 3.289 0.114
H -0.866 4.331 -1.875
H -0.163 2.808 -2.525
H 0.458 4.174 0.167
*
```

Gap between HOMO and LUMO = 8.5 eV
Structure (SMILES) = COc1ncc(C(=O)Nc2c(Cl)c[n+]([O-])cc2Cl)c2cc([C@@H]3CCOC3)oc12
ΔE to the lowest compared entry with this formula, charge and spin = 17.9 kJ/mol
Total energy = -58658.9576 eV
HOMO energy = -8.512 eV

***

[4]
The following is a DFT calculation (the ωB97M-V functional and the def2-TZVPD basis) of a structure of composition C18H15Cl3N2O2S2V at a distorted geometry.

The geometry in ORCA input format:
```
! RIJCOSX wB97M-V def2-TZVPD def2/J DEFGRID3
* xyz -2 4
V 0.806 0.000 -1.054
Cl -3.916 3.860 -4.996
C -2.808 3.185 -3.817
C -2.745 3.749 -2.550
C -1.876 3.212 -1.613
C -1.033 2.117 -1.916
O -0.226 1.643 -1.057
C -1.119 1.560 -3.253
C -0.256 0.519 -3.625
O 0.667 0.014 -2.903
C -2.023 2.115 -4.183
H -3.362 4.603 -2.302
H -1.811 3.631 -0.616
H -0.340 0.132 -4.657
H -2.059 1.706 -5.183
Cl 2.884 -0.206 1.137
C 2.862 0.543 2.710
C 3.547 -0.030 3.758
C 3.502 0.543 5.024
C 2.748 1.691 5.225
C 2.073 2.251 4.169
Cl 1.138 3.674 4.479
C 2.098 1.733 2.853
S 1.300 2.466 1.558
H 4.120 -0.931 3.592
H 4.043 0.101 5.849
H 2.681 2.150 6.202
C -1.360 -2.908 -1.989
N -1.168 -3.102 -0.577
C -1.195 -4.368 0.016
C -0.478 -4.352 1.144
N 0.174 -3.129 1.246
C -0.131 -2.341 0.080
S 1.453 -2.206 -0.995
H -2.139 -3.587 -2.341
H -0.428 -3.084 -2.544
H -1.661 -1.870 -2.154
H -1.795 -5.147 -0.419
H -0.319 -5.120 1.881
H 0.344 -2.663 2.121
C -0.470 -0.892 0.276
H -0.172 -0.551 1.279
H -1.548 -0.710 0.144
*
```

Gap between HOMO and LUMO (spin up / spin down) = 4.4 / 5.7 eV
ΔE to the lowest compared entry with this formula, charge and spin = 76.5 kJ/mol
Total energy = -110910.4122 eV
HOMO energy (spin up / spin down) = 0.069 / -1.265 eV

***

What did the second record say?
The following is a DFT calculation (the ωB97M-V functional and the def2-TZVPD basis) of a cluster of 2 separate species, C18H15Cl2FN2O6 in total at a distorted geometry.

The geometry in ORCA input format:
```
! RIJCOSX wB97M-V def2-TZVPD def2/J DEFGRID3
* xyz 0 1
C -2.752 1.344 -0.332
C -3.649 0.215 -0.784
C -5.136 0.559 -0.944
O -3.223 -0.318 -2.085
C -2.231 -1.263 -2.217
O -1.876 -1.678 -3.294
C -1.512 -1.629 -0.906
C -0.481 -2.796 -0.890
C 0.977 -2.406 -0.639
C 1.530 -2.340 0.651
C 2.791 -1.815 0.881
C 3.552 -1.390 -0.238
N 4.608 -0.454 -0.010
O 5.206 0.029 -0.988
O 4.887 -0.160 1.177
C 3.087 -1.607 -1.557
C 1.815 -2.127 -1.730
C -2.592 -1.778 0.177
O -2.555 -2.687 0.983
O -3.586 -0.845 0.220
H -1.743 0.993 -0.175
H -2.704 2.150 -1.059
H -3.083 1.752 0.622
H -5.669 -0.351 -1.239
H -5.577 0.926 -0.016
H -5.286 1.315 -1.714
H -0.834 -3.477 -0.104
H -0.569 -3.284 -1.867
H 0.925 -2.666 1.496
H 3.173 -1.647 1.886
H 3.710 -1.286 -2.391
H 1.445 -2.274 -2.734
Cl -0.455 1.130 3.353
C 0.774 1.987 2.572
N 1.202 1.501 1.415
F -0.742 -0.500 -0.668
C 1.937 2.253 0.616
Cl 2.064 1.746 -0.996
C 2.491 3.456 1.050
C 2.186 3.901 2.324
C 1.251 3.195 3.072
H 3.128 3.995 0.352
H 2.662 4.798 2.721
H 0.852 3.533 4.009
*
```

Gap between HOMO and LUMO = 8.7 eV
Structure (SMILES) = CC1(C)OC(=O)C(F)(Cc2ccc([N+](=O)[O-])cc2)C(=O)O1.Clc1cccc(Cl)n1
ΔE to the lowest compared entry with this formula, charge and spin = 0.0 kJ/mol
Total energy = -61934.0283 eV
HOMO energy = -9.488 eV

***

Which of these has the lowest total energy? C18H15BCl52OSi

***

total energy of number 2 (C18H15Cl2FN2O6)? -61934.0283 eV